Entry 1:
Computed, not measured: a cluster of 2 separate species, C23H23BrN4O4 in total, with the ωB97M-V functional and the def2-TZVPD basis.

The geometry in XYZ format:
```
55
Properties=species:S:1:pos:R:3:forces:R:3:mulliken_charge:R:1
C -1.21270 -2.52228 -2.63106 0.3 0.0 0.4 -0.88
N 0.15619 -2.59748 -2.12161 -0.9 -0.1 -0.9 0.03
C 0.57501 -2.36042 -0.87512 1.0 0.1 0.8 -0.37
O 1.76895 -2.45982 -0.61788 -0.1 0.2 0.5 -0.73
C -0.41525 -1.89768 0.21246 0.0 -0.1 0.5 -0.09
C -0.45036 -0.36145 0.20865 -0.2 0.3 -0.2 0.91
C -1.51992 0.31114 1.04733 -0.1 0.0 0.1 -0.36
C -2.64761 0.87770 0.42070 0.0 0.1 1.5 -0.45
C -3.63192 1.52556 1.19079 0.5 -0.3 0.4 -0.86
C -3.50010 1.59431 2.59256 1.0 -0.6 -0.1 0.85
O -4.46354 2.20747 3.32708 -0.5 0.2 -0.6 -0.55
C -2.36654 1.03416 3.22133 0.1 -0.1 -1.3 -0.86
C -1.37096 0.41116 2.44504 -1.1 0.5 -0.3 -0.28
N -0.00060 -2.39198 1.53350 0.4 0.4 -2.0 -0.06
C -0.76443 -2.85118 2.52316 -0.9 -0.6 1.3 0.77
C -2.25852 -3.00933 2.32103 0.3 0.2 -0.1 -0.99
O -0.26804 -3.15635 3.59591 0.2 0.0 0.2 -0.70
H -1.62248 -1.52325 -2.47244 -0.1 0.0 -0.1 0.20
H -1.84127 -3.25943 -2.12782 -0.1 0.0 -0.1 0.35
H -1.21718 -2.73541 -3.70131 0.1 0.0 0.2 0.34
H 0.89220 -2.84432 -2.76907 0.0 0.1 0.2 0.38
H -1.40620 -2.27215 -0.03469 -0.1 -0.1 0.2 0.67
H 0.52302 0.00657 0.53362 0.2 -0.1 -0.1 0.21
H -0.58922 -0.04338 -0.82221 0.1 0.1 -0.2 -0.61
H -2.75955 0.81909 -0.65279 0.0 0.0 -0.1 0.44
H -4.49855 1.96724 0.72214 -0.1 0.0 0.0 0.43
H -4.28869 2.15698 4.26719 0.2 -0.1 0.1 0.29
H -2.25374 1.09314 4.29312 0.0 0.0 0.2 0.31
H -0.49087 0.00257 2.92533 0.0 0.0 0.0 0.52
H 0.99280 -2.39184 1.71699 0.1 0.0 -0.1 0.21
H -2.43990 -3.74983 1.54566 -0.2 0.0 -0.1 0.31
H -2.69672 -2.05549 2.03879 -0.2 0.0 -0.2 0.25
H -2.70327 -3.34569 3.25638 0.2 0.0 -0.1 0.31
O 3.42907 -0.81235 -3.57214 -0.4 0.1 0.1 -0.72
C 3.02399 0.00419 -2.75792 0.9 -1.0 -1.1 0.02
N 3.83019 0.34274 -1.69617 -1.0 0.6 0.5 -0.05
C 3.40278 1.23828 -0.70622 -0.1 0.0 0.2 0.39
C 4.22117 1.48963 0.39756 -0.1 0.4 0.4 -0.43
C 3.81516 2.37502 1.39887 -0.4 -0.2 -0.6 -0.22
Br 4.95537 2.71126 2.89463 -0.3 -0.1 -0.4 -0.19
C 2.57423 3.00940 1.29930 0.1 0.0 -0.1 -0.70
C 1.74468 2.77185 0.19750 0.7 -0.4 0.0 -0.67
C 2.15235 1.89127 -0.81885 0.3 0.2 0.6 0.80
N 1.35493 1.61013 -1.94222 -0.8 0.4 -0.2 0.30
C 0.11049 2.13248 -2.29567 0.4 -0.4 -0.1 -0.34
C -0.29027 1.52846 -3.46231 1.0 -0.8 -0.3 -0.81
C 0.75494 0.59954 -3.85389 -0.7 0.4 0.0 -0.53
C 1.74025 0.67988 -2.90335 -0.4 0.6 0.7 0.35
H 4.60888 -0.28170 -1.52035 -0.1 0.2 -0.1 0.27
H 5.18385 0.99732 0.48450 -0.1 0.0 -0.1 0.41
H 2.26011 3.69056 2.08468 0.0 -0.1 -0.2 0.43
H 0.78483 3.27447 0.14444 0.1 -0.1 0.0 0.30
H -0.44696 2.88409 -1.74590 0.5 -0.2 0.2 0.37
H -1.21316 1.72056 -4.00261 0.3 0.0 0.2 0.47
H 0.77307 -0.03545 -4.73670 0.1 0.2 0.3 0.55
```
Positions in Å, forces in eV/Å.

Output
**HOMO-LUMO gap**: 8.724 eV
**HOMO level**: -8.503 eV
**E_LUMO**: 0.221 eV

=====

Entry 2:
Computed, not measured: a structure of composition C23H23Cl3IrN3O5PSSi, with the ωB97M-V functional and the def2-TZVPD basis.

The geometry in XYZ format:
```
61
Properties=species:S:1:pos:R:3:forces:R:3:lowdin_spin:R:1
Ir 7.01379 6.39866 16.86044 -0.2 0.3 0.2 2.12
C 13.94248 6.98603 17.26058 -1.4 1.2 -0.3 0.00
O 14.34580 6.03573 18.19201 0.2 -1.4 0.9 0.00
P 15.44372 6.35436 19.35770 -0.4 -3.2 -1.7 0.00
O 16.72325 5.53371 18.43457 -0.6 -0.1 1.4 0.00
C 16.61334 4.01312 18.47438 -0.9 1.7 3.4 0.00
O 15.33698 7.92370 19.10680 2.4 0.7 0.2 0.00
C 16.57496 8.62380 19.47216 -0.6 0.5 -3.1 0.00
H 13.29848 7.65186 17.83821 0.2 0.7 -0.5 0.00
H 13.26771 6.55511 16.53210 0.1 -0.6 -0.2 0.00
H 14.72115 7.53744 16.70954 0.0 -0.3 0.5 0.00
H 15.53261 3.74355 18.42233 0.8 0.1 -0.2 0.00
H 16.98471 3.53852 19.57749 -0.5 1.4 -3.3 0.00
H 17.12499 3.76822 17.57128 0.6 -0.8 -0.1 0.00
H 16.25544 9.31140 20.21877 0.6 0.5 0.8 0.00
H 16.85202 9.14818 18.49306 -0.2 -0.3 1.6 0.00
H 17.40887 7.94400 19.64979 -0.2 0.1 0.7 0.00
Cl 5.64860 2.73825 17.07596 0.0 0.5 -0.2 0.04
Si 6.14711 4.53744 18.16014 -1.4 -0.2 -0.9 0.19
Cl 4.22034 5.18596 18.90109 0.3 -0.3 0.0 0.04
Cl 6.84716 3.44158 19.79692 0.5 0.1 0.7 0.04
N 7.74702 5.00973 27.07008 -0.5 -0.8 1.8 0.00
C 7.98203 5.24754 25.98500 0.2 0.1 1.3 0.00
C 8.27887 5.73413 24.73606 -0.3 0.1 -0.8 0.00
C 8.72552 7.02974 24.60796 0.7 0.4 -0.4 0.00
C 8.82900 7.60071 23.35040 -0.1 0.3 0.8 0.00
C 8.41086 6.81089 22.29385 0.5 0.8 0.6 0.00
C 8.10553 5.45521 22.43118 -0.7 0.5 -1.9 0.00
C 7.94137 4.93542 23.67259 -0.1 -1.8 -0.5 0.00
N 8.11585 7.52233 21.11151 -1.4 -0.7 -1.5 0.00
C 6.77320 7.99718 20.93460 1.3 1.1 1.2 0.00
C 6.44332 7.79389 19.65234 0.3 1.2 -0.8 0.01
N 7.53621 7.24089 18.98653 0.0 -0.8 0.4 0.11
C 8.43858 6.99578 19.90306 -0.3 0.4 -0.4 0.02
H 9.01266 7.56183 25.48970 0.0 0.3 0.4 0.00
H 9.12121 8.66877 23.24368 -0.3 -1.0 -0.2 0.00
H 7.80551 4.89384 21.53257 0.1 0.3 0.5 0.00
H 7.52671 3.89176 23.77706 0.6 1.4 0.1 0.00
H 6.47382 8.72787 21.68680 -0.7 -0.7 -0.2 0.00
H 5.59250 8.15652 19.06892 0.3 -0.4 0.3 0.00
H 9.33762 6.42242 19.83355 0.3 -0.2 -0.6 0.00
O 5.70050 7.69958 16.79636 0.5 -0.7 0.1 1.07
C 14.77630 5.86515 11.94191 -1.1 -0.1 1.3 0.00
C 14.46824 5.54148 10.55548 -1.3 0.3 -0.6 0.00
O 15.29710 5.43684 9.70966 1.4 -0.4 -1.1 0.00
S 12.80360 5.41899 9.94267 0.0 -0.1 -0.9 0.00
C 11.72454 5.70986 11.25485 -1.5 0.3 2.6 0.01
C 11.19384 6.99112 11.56727 0.4 -0.8 -0.3 0.00
C 10.41204 7.26378 12.68726 0.8 -0.2 0.0 0.01
C 10.17233 6.21751 13.60280 0.4 -0.6 0.7 0.02
C 10.58239 4.89329 13.26381 0.7 0.4 -0.7 0.01
C 11.36522 4.64522 12.14493 -0.2 2.1 -0.8 0.00
C 9.59865 6.37092 14.92425 -0.1 0.2 -2.1 0.15
C 8.59540 6.42919 15.61237 -0.4 0.2 1.2 0.14
H 14.64832 4.97295 12.57016 -0.1 0.2 -0.1 0.00
H 14.07634 6.64197 12.31396 0.6 -0.4 -0.1 0.00
H 15.80427 6.13807 11.93147 0.8 0.5 0.4 0.00
H 11.44513 7.84255 10.96199 0.2 0.1 -0.5 0.00
H 10.17668 8.33885 12.81628 -0.2 -1.0 0.5 0.00
H 10.38772 4.03348 13.89331 -0.2 0.4 0.3 0.00
H 11.75912 3.68924 11.90336 0.1 -0.9 0.1 0.00
```
Positions in Å, forces in eV/Å.

Output
**HOMO-LUMO gap (spin up / spin down)**: 5.729 / 7.447 eV
**HOMO level (spin up / spin down)**: -3.950 / -5.702 eV
**E_LUMO (spin up / spin down)**: 1.779 / 1.744 eV
**Energy above the lowest of the compared OMol25 structures with the same formula, charge and spin**: 0.0 kcal/mol
**Multiplicity**: 5
**Net charge**: -1

=====

Entry 3:
Computed, not measured: a structure of composition C23H23Cl3MoN3S2, with the ωB97M-V functional and the def2-TZVPD basis.

The geometry in XYZ format:
```
55
Properties=species:S:1:pos:R:3:forces:R:3:mulliken_charge:R:1
Mo 0.20620 -0.12018 -0.04047 0.6 0.1 -1.3 0.11
C -0.82046 -0.29702 3.07031 -0.1 -0.4 0.2 -1.34
N -0.20515 0.69431 2.15493 0.1 0.0 0.3 1.17
C -1.21707 1.75534 1.90663 -0.4 0.5 -0.2 -1.01
C -0.87456 2.59363 0.68802 0.0 0.3 0.6 -0.95
N -1.00211 1.78627 -0.54857 0.1 -0.2 0.1 1.08
C -0.34945 2.50005 -1.67112 0.3 0.3 -0.4 -1.06
C -2.42018 1.62429 -0.86454 -0.6 -0.4 -0.1 -0.87
C -3.20292 2.69171 -1.29133 0.2 0.1 0.0 -0.50
C -4.53435 2.49717 -1.61058 0.0 0.0 0.0 -1.00
C -5.09606 1.23216 -1.51502 0.0 0.0 0.0 -0.62
C -4.33579 0.17254 -1.06266 0.1 0.0 0.0 -0.71
C -3.00007 0.36831 -0.72086 0.3 0.3 0.1 1.52
S -2.06512 -0.95306 -0.05323 0.2 -0.3 0.1 -0.31
C 0.95990 1.29709 2.80398 0.5 0.2 0.0 -0.32
C 0.97476 1.64482 4.14989 -0.2 -0.1 0.0 -0.62
C 2.11316 2.18401 4.72806 0.0 0.0 0.0 -0.88
C 3.24983 2.41162 3.96810 0.0 0.0 0.0 -0.63
C 3.23983 2.10584 2.62266 -0.1 0.0 -0.1 -0.75
C 2.10241 1.54736 2.04864 -0.2 0.0 -0.1 1.30
S 2.17324 1.09859 0.35269 -0.6 -0.5 0.0 -0.29
H -1.31995 0.19404 3.90838 0.1 0.0 0.0 0.48
H -0.04425 -0.95374 3.46070 -0.1 0.0 0.0 0.42
H -1.56952 -0.88077 2.53580 0.1 0.1 0.0 0.27
H -1.29653 2.41127 2.78099 0.0 -0.1 0.0 0.46
H -2.18895 1.27660 1.75178 0.1 0.0 0.0 0.63
H 0.14673 2.97840 0.76186 -0.1 -0.1 -0.1 0.64
H -1.55600 3.45104 0.64244 0.1 -0.1 -0.1 0.52
H -0.65174 3.54999 -1.68911 0.0 -0.1 0.1 0.49
H -0.64546 2.03742 -2.61001 0.0 0.0 0.1 0.30
H 0.73489 2.45805 -1.57856 -0.1 0.0 0.1 0.19
H -2.78634 3.68590 -1.38126 0.0 0.0 0.0 0.35
H -5.13154 3.33677 -1.93260 0.0 0.0 -0.1 0.43
H -6.12708 1.07422 -1.79062 -0.1 0.0 0.0 0.43
H -4.75712 -0.81603 -0.96342 -0.1 -0.1 0.0 0.49
H 0.10362 1.48848 4.76953 0.0 0.0 0.0 0.36
H 2.11169 2.41602 5.78273 0.0 0.0 0.0 0.43
H 4.13870 2.82855 4.41558 0.1 0.0 0.1 0.42
H 4.10120 2.26486 1.99043 0.1 0.1 0.1 0.49
Cl 0.33586 -3.40125 -0.36204 0.0 -0.3 -0.1 -0.12
C 0.49181 -2.09716 0.83436 -0.1 -0.3 -0.1 -0.82
H 1.53118 -2.14349 1.18512 -0.1 0.3 -0.1 0.46
H -0.14601 -2.40990 1.66160 0.0 0.4 -0.1 0.49
Cl -0.53382 -0.03133 -4.20281 -0.1 0.0 -0.1 -0.17
C 1.08440 -0.58580 -4.00190 -0.1 -0.1 0.4 0.65
C 1.88998 -0.79439 -5.10128 0.0 0.0 -0.1 -0.68
C 3.16314 -1.30866 -4.92705 0.0 0.0 0.1 -0.32
C 3.63297 -1.62140 -3.66182 0.0 0.0 0.0 -0.78
C 2.84359 -1.38105 -2.55600 -0.5 0.3 0.0 1.08
Cl 3.44721 -1.72575 -0.99234 0.3 -0.2 0.1 -0.14
C 1.53656 -0.83858 -2.68874 1.2 -0.4 -1.6 -0.70
N 0.78654 -0.55196 -1.61966 -0.7 0.6 2.4 -0.36
H 1.51985 -0.56436 -6.08805 -0.1 0.0 0.0 0.45
H 3.79899 -1.47474 -5.78276 0.0 0.0 -0.1 0.40
H 4.62069 -2.03669 -3.52907 0.0 0.0 0.0 0.45
```
Positions in Å, forces in eV/Å.

Output
**HOMO-LUMO gap**: 5.905 eV
**HOMO level**: -10.824 eV
**E_LUMO**: -4.920 eV
**Energy above the lowest of the compared OMol25 structures with the same formula, charge and spin**: 0.6 kcal/mol
**Net charge**: +1